P | ORCA calculation (the ωB97M-V functional and the def2-TZVPD basis) on an isolated ion of composition C4H3O2S and charge -1.

Values from the calculation:
- HOMO-LUMO gap: 7.9 eV
- SMILES: O=C([O-])[C@@H]1CC1=S
- Charge: -1
- HOMO: -4.4 eV
- 2S+1: 1

Each line ends with the Löwdin charge.
Positions of all 10 atoms, in Å:
C: -0.0119 0.0286 1.4975  -0.796
C: -1.6960 1.5212 -0.0321  -0.633
C: -0.1554 -0.6215 0.1808  -0.115
C: -0.1844 0.8750 0.3828  -0.190
O: -1.8129 2.7371 0.1871  -0.039
O: -2.3806 0.6510 -0.5826  -0.042
S: 0.0101 -0.1054 3.1016  0.579
H: 0.4676 -1.1824 -0.3657  0.047
H: -1.1420 -0.8248 -0.2363  0.090
H: 0.3713 1.6271 -0.0514  0.100

Q | ORCA calculation (the ωB97M-V functional and the def2-TZVPD basis) on C4H3O2S as an isolated structure.

Values from the calculation:
- HOMO-LUMO gap: 7.6 eV
- Charge: -1
- HOMO: -3.9 eV
- 2S+1: 1

Each line ends with the Löwdin charge.
Positions of all 10 atoms, in Å:
C: -1.0940 -0.3194 -0.1298  -0.865
C: 1.5461 -0.8610 0.0919  -0.629
C: -0.6960 0.9743 0.4069  -0.191
C: 0.0863 0.2005 -0.7014  -0.149
O: 1.8497 -1.6499 -0.7417  0.049
O: 1.7476 -0.4839 1.2006  0.049
S: -2.2318 -1.5132 0.0576  0.482
H: -1.3335 1.9082 0.2120  0.098
H: -0.0435 1.1634 1.2814  0.079
H: 0.1690 0.5809 -1.6773  0.079

Relative energy table, unit eV: P 0.073; Q 0.000

P | ORCA calculation (the ωB97M-V functional and the def2-TZVPD basis) on C3H5ClO2 as an isolated structure.

Values from the calculation:
- HOMO-LUMO gap: 9.4 eV
- Charge: 0
- HOMO: -9.0 eV
- 2S+1: 1

Each line ends with the Löwdin charge.
Positions of all 11 atoms, in Å:
C: -0.1658 0.6820 0.4582  -0.401
C: 0.5614 -0.2616 -0.6639  -0.229
C: -0.5458 -0.6922 0.2840  -0.721
H: -0.5184 2.4517 -0.2584  0.263
H: 0.3655 1.1664 1.3719  0.180
H: 0.4432 0.2435 -1.7260  0.184
H: 1.5759 -1.8180 0.1016  0.180
H: -0.2955 -1.5146 1.0812  0.146
O: -1.1054 1.3893 -0.2876  -0.212
O: 1.8497 -0.7738 -0.1696  -0.123
Cl: -2.1647 -0.8728 -0.1914  0.733

Q | ORCA calculation (the ωB97M-V functional and the def2-TZVPD basis) on one molecule with the formula C3H5ClO2.

Values from the calculation:
- HOMO-LUMO gap: 11.2 eV
- SMILES: C[C@H](Cl)C(=O)O
- Charge: 0
- HOMO: -10.7 eV
- 2S+1: 1

Each line ends with the Löwdin charge.
Positions of all 11 atoms, in Å:
C: -1.1394 -1.5971 0.3424  -0.071
C: -0.4347 -0.2801 0.3254  -0.666
C: 0.9718 -0.2787 0.0440  -0.533
H: -2.0879 -1.4553 0.8321  0.078
H: -1.3934 -1.9086 -0.6826  0.095
H: -0.4554 -2.3253 0.7664  0.091
H: -0.3800 0.0943 1.3071  0.098
H: 2.4582 0.8228 0.0779  0.130
O: 1.4989 0.9960 0.1233  0.033
O: 1.7483 -1.2468 -0.0134  0.086
Cl: -1.2062 1.1596 -0.4383  0.658

Relative energy table, unit eV: P 4.394; Q 0.000

P | ORCA calculation (the ωB97M-V functional and the def2-TZVPD basis) on an isolated ion of composition C5H11N2S and charge +1.

Values from the calculation:
- HOMO-LUMO gap (alpha / beta): 4.7 / 4.7 eV
- Charge: +1
- HOMO (alpha / beta): -10.9 / -10.9 eV
- 2S+1: 1

Each line ends with the Löwdin charge.
Positions of all 19 atoms, in Å:
C: 0.0153 -0.4940 -0.4254  -0.330
C: 1.3033 -0.0452 -1.0908  -0.380
C: 2.7691 -0.5915 0.9663  -0.182
C: -0.9502 0.3812 0.1204  -0.352
C: -0.6697 1.8015 0.1154  -0.082
N: -0.2079 -1.9039 -0.5461  0.111
N: -2.0897 -0.0389 0.7787  0.152
S: 2.3841 0.7670 0.1201  1.124
H: 1.8279 -0.8104 -1.4690  0.031
H: 1.2137 0.7233 -2.0068  0.164
H: 2.8483 -1.5001 0.4128  0.048
H: 2.9728 -0.4491 1.9895  0.035
H: 0.3244 1.8989 -0.4163  0.027
H: -0.5022 2.2160 1.1552  0.110
H: -1.4428 2.5702 -0.3628  0.146
H: 0.5516 -2.3368 -1.0600  0.088
H: -2.0125 -0.9640 1.1892  0.110
H: -2.6122 0.6853 1.1392  0.075
H: -1.1267 -2.2985 -0.3189  0.107

Q | ORCA calculation (the ωB97M-V functional and the def2-TZVPD basis) on an isolated ion of composition C5H11N2S and charge +1.

Values from the calculation:
- HOMO-LUMO gap: 9.2 eV
- SMILES: C[C@@]12C[NH2+][C@@H](C1)SN2
- Charge: +1
- HOMO: -12.6 eV
- 2S+1: 1

Each line ends with the Löwdin charge.
Positions of all 19 atoms, in Å:
C: -0.4647 0.0154 1.3037  -0.115
C: -1.6192 -0.7380 0.6723  -0.483
C: 0.0517 0.6262 -0.0792  -0.589
C: 1.3883 1.4078 0.1443  -0.008
C: 0.1320 -0.5879 -1.0499  -0.031
N: -1.0311 1.4936 -0.3709  -0.238
N: -0.8794 -1.5224 -0.4343  0.085
S: -2.5515 0.5681 -0.1196  1.001
H: -0.7171 0.8095 1.8538  0.076
H: -2.1453 -1.2775 1.4026  0.113
H: 1.7417 1.6584 -0.8467  0.070
H: 2.1272 0.6181 0.7109  0.139
H: 1.3575 2.2824 0.8905  0.118
H: 1.0243 -1.1611 -0.9902  0.130
H: -0.0108 -0.1390 -1.9775  0.124
H: -1.2162 1.9252 -1.2684  0.088
H: -0.3766 -2.3774 -0.0225  0.227
H: -1.5178 -1.6906 -1.1278  0.115
H: 0.2921 -0.6365 1.9250  0.178

Relative energy table, unit eV: P 1.391; Q 0.000

P | ORCA calculation (the ωB97M-V functional and the def2-TZVPD basis) on a 2-piece molecular cluster, C5H11N2S overall.

Values from the calculation:
- HOMO-LUMO gap: 6.6 eV
- Charge: +1
- HOMO: -12.6 eV
- 2S+1: 1

Each line ends with the Löwdin charge.
Positions of all 19 atoms, in Å:
C: -0.4497 -1.6508 -1.4892  -0.096
C: -0.6934 -2.5691 -0.3720  -0.290
C: -1.2701 -0.1003 -0.1163  -0.583
C: -1.7928 1.2349 0.1800  -0.018
C: 2.0041 1.8089 0.5213  -0.170
N: -0.7187 -0.4097 -1.2969  0.084
N: 1.5852 0.4883 0.9177  -0.055
S: -1.6328 -1.4806 0.8353  1.124
H: -0.0774 -1.9386 -2.4692  0.151
H: -1.4076 -3.2854 -0.6409  0.078
H: 0.1671 -2.9859 0.2428  0.143
H: -1.1315 1.8513 -0.3407  0.076
H: -1.7957 1.2340 1.2935  0.120
H: -2.7640 1.2368 -0.2234  0.101
H: 2.6789 2.2348 1.2354  0.078
H: 2.4742 1.7211 -0.4466  0.075
H: 1.1067 2.4136 0.3552  0.059
H: 2.0635 0.2239 1.7599  0.074
H: 1.6540 -0.0272 0.0541  0.049

Q | ORCA calculation (the ωB97M-V functional and the def2-TZVPD basis) on an isolated ion of composition C5H11N2S and charge +1.

Values from the calculation:
- HOMO-LUMO gap (alpha / beta): 7.2 / 7.2 eV
- Charge: +1
- HOMO (alpha / beta): -12.6 / -12.6 eV
- 2S+1: 1

Each line ends with the Löwdin charge.
Positions of all 19 atoms, in Å:
C: -0.1222 -0.6249 1.7015  -0.585
C: -0.7211 0.6703 1.8588  -0.230
C: 0.0802 1.2567 -0.4971  -0.134
C: 1.7089 -0.5837 -0.8420  -0.086
C: -0.6809 -1.0058 -1.2151  -0.115
N: -0.9831 1.4255 0.5818  -0.051
N: 0.3295 -0.1820 -0.7473  -0.332
S: 0.4335 -1.9715 1.9508  1.107
H: -1.6766 0.3493 2.5686  0.210
H: -0.0160 1.4265 2.4631  0.192
H: -0.3587 1.6906 -1.4006  0.132
H: 1.0373 1.7371 -0.1537  0.142
H: 2.3171 0.1166 -0.2625  0.086
H: 1.8829 -1.6392 -0.4430  0.087
H: 1.9609 -0.4334 -1.9246  0.119
H: -0.3394 -1.8789 -1.7744  0.102
H: -1.3940 -1.2852 -0.3656  0.087
H: -1.4458 -0.4095 -1.8759  0.132
H: -2.0124 1.3415 0.3773  0.136

Relative energy table, unit eV: P 0.000; Q 1.728

P | ORCA calculation (the ωB97M-V functional and the def2-TZVPD basis) on a 2-piece molecular cluster, C2H4Cl2OS overall.

Values from the calculation:
- HOMO-LUMO gap: 9.3 eV
- SMILES: C=CCl.OSCl
- Charge: 0
- HOMO: -8.8 eV
- 2S+1: 1

Each line ends with the Löwdin charge.
Positions of all 10 atoms, in Å:
C: 0.0278 1.3343 0.2937  -0.139
C: 1.2244 1.0828 -0.0645  -0.640
O: 0.7361 -3.9259 1.7432  -0.519
S: 1.6902 -4.1535 0.4953  0.380
Cl: 1.6754 -0.5929 -0.3790  0.530
Cl: 3.1908 -2.9156 0.8119  0.101
H: 0.1799 -3.2127 1.3758  0.025
H: -0.4384 2.3142 0.4737  0.064
H: -0.7199 0.4184 0.2231  0.095
H: 2.0487 1.8892 -0.1472  0.103

Q | ORCA calculation (the ωB97M-V functional and the def2-TZVPD basis) on a 2-piece molecular cluster, C2H4Cl2OS overall.

Values from the calculation:
- HOMO-LUMO gap: 6.4 eV
- SMILES: ClCCCl.O=S
- Charge: 0
- HOMO: -8.7 eV
- 2S+1: 1

Each line ends with the Löwdin charge.
Positions of all 10 atoms, in Å:
C: 1.7812 0.6275 0.5199  -0.686
C: 1.8185 -0.4305 -0.5776  -0.663
H: 2.7283 0.6427 1.0481  0.065
H: 1.0000 0.3848 1.2486  0.068
H: 2.5949 -0.2366 -1.3282  0.072
H: 0.8434 -0.4867 -1.0826  0.068
O: -3.7176 0.3900 0.7851  -0.699
S: -3.7083 -0.5001 -0.3734  0.699
Cl: 1.3986 2.2335 -0.1457  0.544
Cl: 2.1490 -2.0339 0.1548  0.531

Relative energy table, unit eV: P 0.000; Q 0.348